42
Properties=species:S:1:pos:R:3:forces:R:3 method="wB97M-V/def2-TZVPD" orbital_gap_ha=0.3708 multiplicity=1 smiles="O=C(NCCCCNC(=O)c1ccccc1F)c1ccccc1F" total_charge=0
O -0.056 0.992 -0.034 -0.26 -0.13 0.06
C 0.947 1.464 -0.536 0.35 0.15 -0.19
N 1.756 0.773 -1.362 0.22 -0.07 -0.21
C 1.519 -0.626 -1.652 -0.18 -0.20 0.34
C 1.972 -1.516 -0.490 0.02 -0.11 -0.22
C 1.912 -3.008 -0.810 -0.23 0.19 0.07
C 0.516 -3.493 -1.216 0.27 -0.08 -0.21
N -0.498 -3.103 -0.267 0.25 -0.19 0.09
C -1.467 -2.215 -0.576 -0.03 -0.19 0.21
O -1.586 -1.722 -1.682 -0.12 0.20 -0.16
C -2.387 -1.858 0.547 -0.20 -0.09 0.10
C -2.802 -0.534 0.656 0.00 -0.09 0.04
C -3.673 -0.145 1.656 -0.02 0.09 -0.03
C -4.163 -1.079 2.555 0.04 -0.06 -0.03
C -3.774 -2.404 2.461 0.07 -0.13 -0.02
C -2.889 -2.772 1.465 -0.01 0.20 0.01
F -2.521 -4.077 1.395 -0.04 0.13 0.02
C 1.315 2.901 -0.304 0.14 0.13 0.15
C 0.274 3.789 -0.040 0.10 -0.03 -0.03
C 0.514 5.127 0.204 -0.09 0.03 0.00
C 1.813 5.609 0.208 0.03 -0.09 -0.01
C 2.868 4.747 -0.029 0.09 -0.11 -0.04
C 2.607 3.413 -0.283 -0.20 0.14 0.02
F 3.672 2.600 -0.499 -0.09 0.04 -0.02
H 2.629 1.169 -1.666 -0.12 0.15 0.13
H 2.061 -0.881 -2.565 -0.05 0.02 -0.02
H 0.447 -0.749 -1.820 0.15 -0.06 -0.13
H 3.000 -1.255 -0.224 -0.02 0.03 0.04
H 1.338 -1.294 0.371 0.06 0.04 0.03
H 2.242 -3.564 0.071 0.08 -0.07 -0.04
H 2.601 -3.239 -1.626 0.07 -0.09 0.00
H 0.223 -3.060 -2.174 0.02 -0.13 0.08
H 0.525 -4.584 -1.312 -0.03 0.11 -0.09
H -0.423 -3.469 0.668 -0.20 0.10 -0.02
H -2.400 0.178 -0.047 0.03 0.05 -0.08
H -3.975 0.888 1.735 -0.01 0.10 0.00
H -4.850 -0.780 3.333 -0.05 0.02 0.06
H -4.144 -3.153 3.143 -0.02 -0.09 0.04
H -0.730 3.392 -0.032 -0.07 -0.05 0.02
H -0.311 5.796 0.396 -0.08 0.05 0.01
H 2.009 6.652 0.402 0.03 0.09 0.02
H 3.891 5.089 -0.019 0.10 0.01 0.00

***

46
Properties=species:S:1:pos:R:3:forces:R:3 method="wB97M-V/def2-TZVPD" orbital_gap_ha="0.1965 / 0.2008" multiplicity=2 s2=1.0117 total_charge=0
Pt -0.354 0.381 0.752 1.21 0.27 0.14
F 4.428 -1.695 1.596 -0.03 -0.03 -0.07
C 3.978 -0.803 0.706 -0.35 -0.22 0.19
F 4.210 -1.290 -0.514 -0.05 -0.01 -0.11
F 4.731 0.304 0.846 0.06 0.29 -0.05
C 2.469 -0.457 0.975 1.42 -0.33 0.99
O 2.222 -0.211 2.155 0.41 -0.64 -0.13
O 1.725 -0.437 -0.009 -1.32 0.67 -0.70
Se 0.543 1.556 2.940 -1.27 0.63 -0.43
C 0.175 0.641 4.564 -0.05 -0.43 0.23
C 0.946 -0.440 5.014 -0.16 0.51 -0.53
C 0.636 -0.995 6.235 -0.35 0.18 0.22
N -0.347 -0.541 7.008 -0.04 -0.20 0.48
C -1.054 0.510 6.608 0.32 -0.28 0.22
C -0.842 1.134 5.401 0.45 0.03 -0.82
H 1.762 -0.817 4.417 0.01 -0.03 -0.11
H 1.202 -1.829 6.626 0.06 -0.12 0.01
H -1.810 0.870 7.291 -0.12 0.00 0.04
H -1.434 1.992 5.115 -0.06 -0.02 -0.14
C -5.236 -0.539 -1.421 0.02 0.04 0.10
C -4.835 -0.200 0.021 -0.17 0.15 -0.12
C -5.218 1.251 0.363 -0.06 -0.08 0.00
C -5.515 -1.170 0.994 0.10 0.05 -0.02
C -3.389 -0.260 0.182 0.31 -0.21 0.11
C -2.192 -0.212 0.411 -0.11 0.06 0.49
H -6.310 -0.404 -1.542 -0.11 0.01 -0.02
H -4.990 -1.572 -1.656 0.03 -0.08 -0.01
H -4.722 0.103 -2.132 0.03 0.09 -0.04
H -6.298 1.379 0.316 -0.13 0.02 -0.03
H -4.746 1.943 -0.331 0.00 0.04 -0.07
H -4.874 1.501 1.365 -0.04 0.01 0.06
H -6.592 -1.019 0.972 -0.13 0.00 -0.02
H -5.157 -1.009 2.007 -0.01 0.03 0.11
H -5.301 -2.200 0.719 0.03 -0.11 -0.02
O 0.467 2.361 0.268 0.47 -0.09 -0.39
N 1.416 2.488 -0.654 0.91 0.32 -0.76
C 2.709 2.761 -0.263 -1.98 -0.45 0.06
C 3.664 3.027 -1.192 0.45 0.11 -1.55
C 3.353 3.020 -2.565 -1.01 -0.38 0.99
C 2.032 2.700 -2.937 1.59 0.36 -0.39
C 1.092 2.438 -1.992 -0.21 -0.20 2.02
H 2.879 2.759 0.802 -0.12 -0.06 0.09
H 4.670 3.232 -0.866 0.08 0.03 0.09
H 4.105 3.232 -3.304 0.09 0.03 -0.11
H 1.762 2.652 -3.979 -0.10 0.00 -0.07
H 0.066 2.178 -2.198 -0.06 0.03 0.08

***

41
Properties=species:S:1:pos:R:3:forces:R:3 method="wB97M-V/def2-TZVPD" orbital_gap_ha=0.1478 multiplicity=1 total_charge=+1
C 0.138 -0.488 2.236 0.11 0.02 0.12
N -1.245 -0.501 1.856 -0.18 -0.09 -0.91
C -2.007 -1.689 2.226 -0.08 0.12 0.59
C -3.481 -1.274 2.065 0.19 -0.11 -0.18
C -3.481 0.271 2.061 0.19 0.11 -0.17
C -2.007 0.685 2.216 -0.09 -0.07 0.60
H 0.622 0.411 1.835 -0.04 -0.08 0.09
H 0.287 -0.494 3.333 0.02 -0.02 -0.11
H 0.648 -1.366 1.820 -0.03 0.05 0.10
H -1.731 -2.561 1.612 -0.02 0.32 0.12
H -1.826 -1.967 3.286 0.07 0.06 -0.23
H -3.869 -1.653 1.114 -0.07 0.01 0.23
H -4.087 -1.673 2.883 0.05 -0.02 -0.25
H -3.870 0.648 1.110 -0.08 -0.02 0.23
H -4.081 0.675 2.880 0.03 0.02 -0.25
H -1.821 0.970 3.272 0.05 -0.03 -0.18
H -1.727 1.550 1.595 -0.04 -0.27 0.11
F -1.598 1.170 -4.432 0.83 -1.38 0.92
C -0.990 0.134 -3.757 -0.24 1.26 -0.33
C -1.399 -1.166 -4.057 0.49 -0.17 0.50
C -0.760 -2.191 -3.352 -0.52 -1.12 -0.42
F -1.135 -3.489 -3.611 0.52 1.72 0.35
C 0.222 -1.954 -2.412 0.31 0.17 0.35
C 0.633 -0.618 -2.107 -1.00 -0.34 -0.69
C 1.640 -0.492 -1.120 0.30 0.26 -0.59
C 2.358 0.638 -0.656 0.74 0.85 0.68
C 3.376 0.376 0.316 -0.34 -0.31 -0.23
C 4.111 1.408 0.865 0.93 -0.07 0.89
F 5.071 1.115 1.806 -1.27 0.37 -1.26
C 3.918 2.747 0.512 -0.20 -0.64 -0.11
C 2.938 2.994 -0.450 -0.53 1.01 -0.66
F 2.722 4.301 -0.825 0.29 -1.76 0.47
C 2.172 2.001 -1.047 0.12 -0.13 0.26
C -0.013 0.440 -2.818 -0.08 -0.30 -0.03
H -2.171 -1.371 -4.796 0.17 0.05 0.16
H 0.704 -2.778 -1.885 -0.28 0.07 -0.24
H 1.994 -1.444 -0.716 -0.21 0.25 0.04
H 3.558 -0.658 0.613 0.07 0.37 0.10
H 4.505 3.549 0.955 -0.14 -0.18 -0.10
H 1.442 2.268 -1.799 0.37 0.27 0.32
H 0.240 1.474 -2.629 -0.40 -0.27 -0.29

***

47
Properties=species:S:1:pos:R:3:forces:R:3 method="wB97M-V/def2-TZVPD" orbital_gap_ha=0.2231 multiplicity=1 total_charge=+1
Sn 0.438 0.181 0.556 -0.05 0.05 0.61
F -3.102 -5.967 0.438 0.10 0.06 -0.04
C -3.655 -4.737 0.466 0.08 -0.01 -0.05
C -2.835 -3.650 0.384 0.15 -0.01 0.04
C -3.372 -2.363 0.365 0.04 0.09 0.05
C -2.482 -1.202 0.252 -0.17 -0.01 -0.06
O -1.246 -1.381 0.326 0.30 -0.24 -0.18
C -3.126 0.046 0.022 0.06 -0.06 -0.03
C -4.484 0.115 0.101 -0.16 -0.09 0.00
N -5.294 -0.927 0.382 0.03 0.03 0.04
C -6.715 -0.695 0.543 0.03 -0.07 -0.12
C -7.352 -1.003 1.866 -0.04 -0.03 0.08
C -7.151 0.418 1.438 0.02 0.13 0.05
C -4.759 -2.206 0.442 -0.05 0.08 -0.07
C -5.577 -3.335 0.556 -0.17 0.14 0.04
C -5.048 -4.610 0.554 -0.12 -0.06 0.08
N -5.938 -5.719 0.649 -0.04 -0.01 -0.13
C -6.955 -5.838 -0.398 0.10 -0.03 0.09
C -8.215 -6.473 0.219 0.09 0.00 0.00
N -7.808 -7.136 1.506 0.07 -0.04 -0.12
C -6.586 -7.980 1.283 0.04 0.11 0.01
C -5.400 -7.034 0.996 -0.15 -0.01 0.04
C -2.413 1.324 -0.351 0.01 -0.05 -0.20
O -3.042 2.189 -0.918 0.07 0.00 0.19
O -1.157 1.386 -0.020 0.04 0.26 -0.30
H -1.764 -3.783 0.304 -0.02 0.01 0.02
H -4.966 1.067 -0.075 -0.01 0.02 0.06
H -7.295 -0.872 -0.354 0.02 -0.04 -0.03
H -6.713 -1.377 2.656 0.03 0.02 -0.04
H -8.353 -1.414 1.856 0.00 0.02 0.00
H -6.378 0.981 1.944 -0.01 -0.02 0.00
H -8.004 1.006 1.131 0.00 -0.04 -0.02
H -6.646 -3.202 0.655 0.04 -0.04 -0.01
H -6.590 -6.442 -1.237 0.01 -0.03 0.00
H -7.204 -4.858 -0.790 0.02 0.03 -0.03
H -8.641 -7.240 -0.422 -0.04 -0.03 0.01
H -8.982 -5.740 0.454 -0.01 0.03 0.06
H -8.576 -7.677 1.899 -0.02 -0.05 0.00
H -7.555 -6.398 2.166 -0.01 0.04 0.04
H -6.809 -8.635 0.445 -0.04 -0.01 -0.04
H -6.412 -8.588 2.165 -0.03 -0.02 0.04
H -4.791 -7.473 0.203 -0.03 -0.04 0.00
H -4.779 -6.937 1.882 0.01 0.00 0.01
F 3.121 0.133 0.770 0.28 -0.16 -0.55
C 3.130 -0.220 -0.606 -0.06 -0.05 0.40
F 2.160 -1.321 -0.540 -0.05 -0.03 0.03
F 2.122 0.784 -1.058 -0.36 0.16 0.02

***

| no. | energy (a.u.) |
| --- | --- |
| 1 | -1156.490213 |
| 2 | -3852.055028 |
| 3 | -1150.594623 |
| 4 | -1700.157297 |